{"formula": "C23H24F6N3OP2SSc", "method": "ωB97M-V with the def2-TZVPD basis set", "charge": 3, "spin_multiplicity": 2, "largest_force_ev_per_a": 1.97, "orbital_gap_ev": [8.195, 4.504], "species": ["Sc", "S", "P", "P", "F", "F", "F", "F", "F", "F", "O", "N", "N", "N", "C", "C", "C", "C", "C", "C", "C", "C", "C", "C", "C", "C", "C", "C", "C", "C", "C", "C", "C", "C", "C", "C", "C", "H", "H", "H", "H", "H", "H", "H", "H", "H", "H", "H", "H", "H", "H", "H", "H", "H", "H", "H", "H", "H", "H", "H", "H"], "xyz": [[-0.67, -0.40, 0.25], [1.03, 0.21, -1.59], [-2.80, -1.98, -0.63], [-0.71, 1.72, 1.97], [-4.23, -1.42, -0.60], [-2.71, -2.27, -2.14], [-1.03, -2.21, -0.55], [-3.03, -3.39, -0.10], [-2.49, -1.35, 0.92], [-2.19, -0.27, -1.02], [-0.10, -1.12, 2.28], [1.11, -0.99, 1.47], [-0.51, -0.36, -3.71], [1.33, -1.69, -3.42], [-1.44, 4.41, 2.12], [-0.41, -2.46, -4.94], [0.59, 1.56, 3.25], [2.82, 0.92, 3.95], [-0.72, 3.43, 1.42], [-0.55, 6.07, 0.63], [-1.35, 5.73, 1.72], [-4.83, 0.91, 3.77], [-0.89, -1.02, -4.97], [-2.30, 1.39, 2.73], [1.55, 2.47, 5.27], [-2.43, 0.67, 3.94], [-3.68, 0.46, 4.46], [-4.71, 1.61, 2.55], [0.56, -0.70, -3.02], [0.16, 5.09, -0.07], [0.07, 3.77, 0.32], [2.71, 1.74, 5.06], [1.92, -0.10, 1.92], [1.08, -2.49, -4.62], [1.75, 0.79, 3.06], [0.51, 2.41, 4.35], [-3.47, 1.83, 2.02], [-3.79, -0.06, 5.41], [-0.01, -1.97, 2.74], [-5.81, 0.71, 4.17], [3.74, 0.36, 3.77], [-1.97, -0.96, -5.08], [2.83, -0.03, 1.32], [1.67, -2.10, -5.45], [-1.89, 6.49, 2.26], [-3.37, 2.35, 1.08], [3.53, 1.81, 5.76], [-5.60, 1.95, 2.03], [-0.96, -3.01, -4.17], [-0.49, 7.10, 0.32], [-0.44, -0.48, -5.81], [1.41, -3.51, -4.42], [2.16, -1.88, -2.88], [-0.36, 3.04, 4.48], [0.78, 5.37, -0.91], [-1.03, 0.45, -3.42], [-0.60, -2.94, -5.89], [0.61, 3.01, -0.23], [-1.55, 0.34, 4.47], [-2.05, 4.15, 2.98], [1.47, 3.12, 6.12]], "lowdin_spin": [0.040, 0.003, 0.000, 0.122, 0.000, 0.000, 0.003, 0.000, 0.000, 0.000, 0.002, 0.007, 0.000, 0.000, 0.021, 0.000, 0.026, 0.000, 0.046, 0.020, 0.001, 0.235, 0.000, 0.203, 0.002, 0.037, 0.080, 0.025, 0.000, 0.007, 0.006, -0.001, 0.003, 0.000, 0.001, 0.004, 0.093, 0.002, 0.000, 0.009, 0.000, 0.000, 0.000, 0.000, 0.000, 0.001, 0.000, -0.002, 0.000, 0.001, 0.000, 0.000, 0.000, 0.000, 0.000, 0.000, 0.000, 0.001, -0.001, 0.001, 0.001]}

***

{"formula": "C2H14N4O5", "method": "ωB97M-V with the def2-TZVPD basis set", "largest_force_ev_per_a": 7.49, "smiles": "NC(N)=O.NC(N)=O.O.O.O", "orbital_gap_ev": 8.845, "species": ["O", "O", "O", "O", "O", "N", "N", "N", "N", "C", "C", "H", "H", "H", "H", "H", "H", "H", "H", "H", "H", "H", "H", "H", "H"], "xyz": [[0.86, 0.38, 2.98], [-1.43, 0.30, -2.63], [1.07, -0.95, -2.15], [-1.04, 3.85, 0.10], [-1.65, -0.99, 0.71], [-1.87, 1.90, 0.79], [2.15, -1.33, -0.33], [0.63, -2.66, -0.83], [0.00, 1.91, -0.13], [-1.04, 2.66, 0.16], [1.26, -1.61, -1.18], [1.54, 1.01, 2.74], [-1.04, -0.92, 1.44], [0.83, 2.36, -0.48], [-2.67, 2.30, 1.26], [2.75, -0.58, -0.65], [0.08, 1.05, 0.40], [1.27, -0.17, 3.64], [-1.95, 0.93, 0.54], [-0.97, 0.63, -3.40], [0.82, -3.11, 0.06], [2.47, -2.04, 0.31], [-1.34, -1.74, 0.21], [0.00, -3.10, -1.48], [-0.74, -0.07, -2.08]], "nbo_charge": [-0.945, -0.958, -0.676, -0.661, -0.948, -0.846, -0.806, -0.830, -0.840, 0.754, 0.734, 0.477, 0.480, 0.389, 0.390, 0.411, 0.384, 0.469, 0.414, 0.467, 0.385, 0.381, 0.478, 0.415, 0.482]}

***

{"formula": "C32H58AsCuN5OPSi2", "method": "ωB97M-V with the def2-TZVPD basis set", "charge": -1, "spin_multiplicity": 2, "largest_force_ev_per_a": 0.52, "orbital_gap_ev": [3.472, 4.858], "species": ["As", "Cu", "P", "Si", "Si", "O", "N", "N", "N", "N", "N", "C", "C", "C", "C", "C", "C", "C", "C", "C", "C", "C", "C", "C", "C", "C", "C", "C", "C", "C", "C", "C", "C", "C", "C", "C", "C", "C", "C", "C", "C", "C", "C", "H", "H", "H", "H", "H", "H", "H", "H", "H", "H", "H", "H", "H", "H", "H", "H", "H", "H", "H", "H", "H", "H", "H", "H", "H", "H", "H", "H", "H", "H", "H", "H", "H", "H", "H", "H", "H", "H", "H", "H", "H", "H", "H", "H", "H", "H", "H", "H", "H", "H", "H", "H", "H", "H", "H", "H", "H", "H"], "xyz": [[0.07, 3.51, 0.23], [0.22, 1.06, -0.30], [0.98, -1.84, 1.68], [-0.96, 4.44, -1.61], [-1.78, 3.31, 1.57], [6.35, -0.98, -0.56], [2.02, 0.49, 0.74], [4.81, -0.72, -2.18], [1.02, -1.42, 4.46], [-0.58, -3.11, 3.74], [-1.04, -0.76, 3.34], [-0.04, -2.90, -5.57], [-3.01, 1.93, 1.16], [2.95, -0.05, -0.10], [4.83, 0.84, 1.14], [-2.85, 4.85, 1.82], [0.40, -2.71, 4.75], [0.76, -4.27, -2.27], [-1.99, -3.96, -6.50], [-0.21, 0.15, -3.47], [-0.37, -3.32, -4.28], [-1.61, -2.13, 3.67], [1.88, -1.47, 3.26], [-2.34, -4.39, -5.22], [-1.02, -0.73, -2.52], [5.24, -0.58, -0.89], [-2.61, 3.72, -2.18], [0.47, -2.98, -3.06], [2.55, 1.36, 1.69], [-2.35, -1.07, -3.21], [0.03, -0.40, 4.36], [-0.84, -3.21, -6.66], [-0.50, -0.74, 1.93], [-1.15, 2.88, 3.31], [-1.29, 0.06, -1.22], [0.08, -3.32, 2.43], [-1.29, 6.29, -1.39], [-0.28, -2.02, -2.09], [-1.54, -4.08, -4.14], [1.83, -2.40, -3.44], [0.23, 4.32, -3.06], [3.89, 1.52, 1.92], [4.31, 0.08, 0.05], [-2.64, 2.63, -2.04], [-0.14, 4.90, -3.91], [-1.95, 6.48, -0.54], [-0.32, 0.30, 1.66], [0.74, 0.45, -3.02], [-2.22, 5.72, 2.05], [-0.49, -0.27, 5.31], [-2.49, 1.01, 0.87], [0.37, 3.29, -3.38], [-1.75, 6.71, -2.29], [-2.62, -4.20, -7.35], [-1.86, -0.64, -0.57], [-3.24, -4.98, -5.07], [0.47, 0.54, 4.04], [1.77, -1.41, -3.88], [1.21, 4.71, -2.78], [2.63, -2.25, 3.40], [2.35, -3.05, -4.15], [-0.35, 6.82, -1.20], [-2.33, -2.37, 2.89], [5.44, -1.14, -2.85], [1.82, 1.95, 2.24], [1.18, -3.46, 4.79], [2.54, -0.69, -0.88], [-1.03, -2.64, -1.56], [-1.78, -0.06, 3.39], [-3.67, 1.73, 2.02], [-0.02, -0.33, -4.44], [-2.23, -1.46, -4.23], [-0.09, -2.65, 5.72], [-3.55, 4.70, 2.64], [-2.03, 0.83, -1.46], [-2.96, -0.16, -3.27], [4.20, 2.19, 2.71], [1.26, -5.00, -2.90], [3.98, -0.26, -2.50], [-3.42, 5.09, 0.92], [-0.77, 1.07, -3.67], [-0.16, -4.72, -1.88], [-0.68, -3.66, 1.72], [-0.32, 2.17, 3.25], [-3.64, 2.20, 0.31], [0.80, -4.13, 2.55], [2.45, -2.33, -2.55], [1.40, -4.04, -1.42], [2.42, -0.52, 3.17], [-0.75, 3.77, 3.80], [0.85, -2.30, -5.72], [0.44, -1.72, -1.32], [-3.44, 4.15, -1.61], [-2.91, -1.81, -2.63], [-1.29, -1.09, 1.26], [-2.12, -2.03, 4.64], [5.90, 0.93, 1.28], [-1.94, 2.46, 3.95], [-1.84, -4.41, -3.15], [-2.78, 3.93, -3.24], [-0.56, -2.85, -7.64]], "lowdin_spin": [0.004, 0.007, 0.025, 0.001, 0.001, 0.008, 0.195, 0.012, 0.000, 0.001, 0.000, 0.000, 0.000, 0.056, 0.296, 0.000, 0.000, 0.000, 0.000, 0.000, 0.000, 0.000, 0.008, 0.000, 0.000, 0.017, 0.000, 0.000, 0.183, 0.000, 0.002, 0.000, 0.002, 0.000, 0.001, 0.008, 0.000, 0.000, 0.000, 0.000, 0.000, 0.046, 0.076, 0.000, 0.000, 0.000, 0.000, 0.000, 0.000, 0.000, 0.000, 0.000, 0.000, 0.000, 0.000, 0.000, 0.002, 0.000, 0.000, 0.001, 0.000, 0.000, 0.000, 0.001, 0.013, 0.000, 0.003, 0.000, 0.000, 0.000, 0.000, 0.000, 0.000, 0.000, 0.000, 0.000, -0.004, 0.000, 0.001, 0.000, 0.000, 0.000, 0.001, 0.000, 0.000, 0.001, 0.000, 0.001, 0.005, 0.000, 0.000, 0.000, 0.000, 0.000, 0.000, 0.000, 0.023, 0.000, 0.000, 0.000, 0.000]}

***

{"formula": "C5H11N", "method": "ωB97M-V with the def2-TZVPD basis set", "largest_force_ev_per_a": 3.33, "smiles": "C/C=C(\\C)NC", "orbital_gap_ev": 8.294, "species": ["N", "C", "C", "C", "C", "C", "H", "H", "H", "H", "H", "H", "H", "H", "H", "H", "H"], "xyz": [[-1.34, -0.03, -0.50], [-2.53, 0.18, 0.29], [0.95, 0.52, -0.95], [0.43, -1.22, 0.76], [0.04, -0.22, -0.30], [2.25, 0.88, -0.29], [-2.97, -0.79, 0.55], [-0.39, -1.92, 0.89], [-3.27, 0.80, -0.21], [2.78, 1.54, -0.98], [-1.64, -0.16, -1.45], [0.74, -0.79, 1.72], [-2.23, 0.60, 1.26], [2.11, 1.44, 0.63], [2.96, 0.14, 0.10], [1.33, -1.77, 0.48], [0.79, 0.80, -1.98]], "nbo_charge": [-0.673, -0.388, -0.252, -0.671, 0.207, -0.655, 0.168, 0.223, 0.203, 0.217, 0.366, 0.219, 0.194, 0.209, 0.211, 0.222, 0.200]}

***

{"formula": "C5H6N2O2", "method": "ωB97M-V with the def2-TZVPD basis set", "largest_force_ev_per_a": 2.95, "smiles": "Cn1cco/c1=N/C=O", "orbital_gap_ev": 9.337, "species": ["O", "O", "N", "N", "C", "C", "C", "C", "C", "H", "H", "H", "H", "H", "H"], "xyz": [[-1.13, 0.14, 2.22], [-0.81, 0.86, -1.69], [-0.94, 1.60, 0.39], [0.36, -0.40, -0.26], [-1.35, 1.25, 1.71], [-0.22, -0.19, -2.34], [1.12, -0.76, 0.96], [-0.42, 0.70, -0.39], [0.55, -0.93, -1.52], [1.99, -1.39, 0.76], [1.60, 0.23, 1.20], [0.99, -1.90, -1.71], [-1.82, 2.21, 2.21], [0.45, -1.05, 1.84], [-0.38, -0.37, -3.37]], "nbo_charge": [-0.646, -0.388, -0.658, -0.375, 0.518, 0.067, -0.431, 0.722, -0.105, 0.215, 0.212, 0.237, 0.140, 0.281, 0.212]}

***

{"formula": "C11H7CoN2O6", "method": "ωB97M-V with the def2-TZVPD basis set", "charge": 1, "spin_multiplicity": 4, "largest_force_ev_per_a": 7.91, "orbital_gap_ev": [7.816, 5.663], "species": ["Co", "O", "O", "O", "O", "O", "O", "N", "N", "C", "C", "C", "C", "C", "C", "C", "C", "C", "C", "C", "H", "H", "H", "H", "H", "H", "H"], "xyz": [[-0.15, 0.40, -0.42], [4.21, 1.32, 3.58], [-0.01, 1.83, -3.60], [-3.07, 0.15, -0.65], [2.71, 0.46, -0.80], [-0.20, 1.29, 2.38], [0.10, -2.53, -0.35], [4.05, 0.38, 5.66], [1.52, -1.28, 1.92], [-1.93, 0.30, -0.51], [1.58, 0.50, -0.56], [3.79, 0.44, 4.32], [-0.18, 0.96, 1.27], [-0.09, 1.07, -2.76], [2.34, -0.43, 2.49], [1.25, -2.44, 2.50], [1.69, -2.74, 3.80], [0.02, -1.50, -1.02], [2.51, -1.81, 4.46], [2.86, -0.63, 3.80], [4.50, 1.18, 6.07], [3.41, -0.08, 6.27], [1.42, -3.68, 4.26], [0.01, -1.72, -2.16], [2.60, 0.48, 1.95], [0.66, -3.16, 1.95], [2.87, -2.00, 5.46]], "lowdin_spin": [1.778, 0.000, 0.020, 0.032, 0.027, 0.015, 0.436, 0.000, 0.012, 0.081, 0.074, 0.000, 0.083, 0.091, 0.002, 0.002, 0.001, 0.247, 0.000, 0.000, 0.000, 0.000, 0.000, 0.095, 0.001, 0.001, 0.000]}

***

Repeat the sixth record exactly.
{"formula": "C11H7CoN2O6", "method": "ωB97M-V with the def2-TZVPD basis set", "charge": 1, "spin_multiplicity": 4, "largest_force_ev_per_a": 7.91, "orbital_gap_ev": [7.816, 5.663], "species": ["Co", "O", "O", "O", "O", "O", "O", "N", "N", "C", "C", "C", "C", "C", "C", "C", "C", "C", "C", "C", "H", "H", "H", "H", "H", "H", "H"], "xyz": [[-0.15, 0.40, -0.42], [4.21, 1.32, 3.58], [-0.01, 1.83, -3.60], [-3.07, 0.15, -0.65], [2.71, 0.46, -0.80], [-0.20, 1.29, 2.38], [0.10, -2.53, -0.35], [4.05, 0.38, 5.66], [1.52, -1.28, 1.92], [-1.93, 0.30, -0.51], [1.58, 0.50, -0.56], [3.79, 0.44, 4.32], [-0.18, 0.96, 1.27], [-0.09, 1.07, -2.76], [2.34, -0.43, 2.49], [1.25, -2.44, 2.50], [1.69, -2.74, 3.80], [0.02, -1.50, -1.02], [2.51, -1.81, 4.46], [2.86, -0.63, 3.80], [4.50, 1.18, 6.07], [3.41, -0.08, 6.27], [1.42, -3.68, 4.26], [0.01, -1.72, -2.16], [2.60, 0.48, 1.95], [0.66, -3.16, 1.95], [2.87, -2.00, 5.46]], "lowdin_spin": [1.778, 0.000, 0.020, 0.032, 0.027, 0.015, 0.436, 0.000, 0.012, 0.081, 0.074, 0.000, 0.083, 0.091, 0.002, 0.002, 0.001, 0.247, 0.000, 0.000, 0.000, 0.000, 0.000, 0.095, 0.001, 0.001, 0.000]}